[1]
Formula: C28H68F2N4O18P2
Source: the OMol25 dataset
Level of theory: the ωB97M-V functional and the def2-TZVPD basis

Output
HOMO energy	-8.727	eV
net charge	0
structure (SMILES)	O=C1OC[C@@H](F)O1.O=C1OC[C@@H](F)O1.COP(=O)(OC)OC.COP(=O)(OC)OC.COC[C@H](C)N.COC[C@H](C)N.COC[C@H](C)N.COC[C@H](C)N
LUMO energy	0.0180	Eh
DFT total energy	-3563.562502	Eh

XYZ file:
```
122
Properties=species:S:1:pos:R:3:lowdin_charge:R:1
C -5.426 -2.171 -7.423 -0.0729
C -4.156 -1.854 -6.631 -0.4356
C -4.466 -1.520 -5.199 -0.2202
O -3.278 -1.021 -4.603 -0.1977
C -3.499 -0.503 -3.316 -0.1174
N -3.251 -3.033 -6.707 0.0470
H -6.096 -2.833 -6.872 0.0782
H -5.176 -2.649 -8.370 0.0720
H -5.968 -1.254 -7.671 0.0749
H -3.708 -0.983 -7.122 0.1369
H -4.810 -2.416 -4.662 0.1328
H -5.255 -0.764 -5.116 0.1276
H -2.717 0.214 -3.043 0.0840
H -3.414 -1.303 -2.574 0.0664
H -4.438 0.049 -3.221 0.0900
H -2.686 -2.908 -7.544 0.0740
H -2.572 -2.845 -5.966 0.0485
C 2.644 5.788 1.284 -0.0508
C 2.785 5.184 -0.123 -0.4145
C 1.383 4.795 -0.641 -0.2163
O 0.821 3.656 -0.036 -0.1719
C 1.481 2.478 -0.401 -0.1119
N 3.341 6.197 -1.056 0.0264
H 2.217 6.789 1.275 0.0760
H 3.617 5.760 1.769 0.0763
H 1.970 5.091 1.790 0.0756
H 3.508 4.371 -0.120 0.1224
H 1.455 4.644 -1.727 0.1222
H 0.769 5.675 -0.444 0.1108
H 1.033 1.620 0.105 0.0549
H 2.540 2.379 -0.134 0.0943
H 1.398 2.264 -1.475 0.0878
H 3.077 7.128 -0.746 0.0578
H 2.912 6.138 -1.976 0.0587
C 3.366 -2.176 3.781 -0.0379
C 4.830 -1.829 3.981 -0.4412
C 5.337 -2.278 5.349 -0.2260
O 4.685 -1.607 6.398 -0.1867
C 5.468 -0.591 6.988 -0.1045
N 5.642 -2.454 2.927 0.0455
H 3.016 -1.854 2.799 0.0599
H 2.769 -1.580 4.464 0.0417
H 3.247 -3.247 3.941 0.0932
H 4.923 -0.730 4.044 0.1402
H 6.432 -2.221 5.403 0.1213
H 5.164 -3.363 5.426 0.1327
H 5.733 0.197 6.278 0.0921
H 6.397 -0.994 7.416 0.0883
H 4.910 -0.196 7.835 0.0840
H 6.614 -2.415 3.232 0.0658
H 5.634 -1.872 2.095 0.0670
C -0.624 -4.919 -4.183 -0.0621
C -1.758 -5.194 -3.185 -0.4178
C -1.490 -4.439 -1.889 -0.2188
O -0.192 -4.752 -1.450 -0.1750
C -0.071 -4.664 -0.060 -0.1104
N -3.033 -4.759 -3.750 0.0445
H -0.867 -5.256 -5.194 0.0724
H 0.298 -5.372 -3.814 0.0700
H -0.447 -3.848 -4.336 0.0714
H -1.823 -6.261 -2.970 0.1395
H -2.327 -4.768 -1.258 0.1331
H -1.569 -3.363 -2.075 0.1036
H 0.945 -4.799 0.302 0.0874
H -0.745 -5.363 0.454 0.0909
H -0.393 -3.674 0.311 0.0774
H -3.228 -5.210 -4.635 0.0657
H -3.026 -3.768 -3.963 0.0363
C -1.375 5.681 1.817 -0.0770
O -2.762 5.791 1.441 -0.2032
P -3.675 4.480 1.486 0.3612
O -2.981 3.217 1.688 -0.2100
O -4.753 4.794 2.587 -0.1956
C -5.705 5.842 2.504 -0.0963
O -4.527 4.645 0.146 -0.2172
C -3.917 4.124 -1.049 -0.0814
H -1.212 6.197 2.757 0.0914
H -0.785 6.171 1.037 0.0716
H -1.039 4.645 1.781 0.0716
H -6.690 5.480 2.783 0.0901
H -5.673 6.381 1.560 0.0860
H -5.451 6.604 3.254 0.0907
H -4.748 3.895 -1.717 0.0882
H -3.332 3.226 -0.871 0.0793
H -3.338 4.895 -1.560 0.0903
C 2.719 -1.056 -0.046 -0.0595
O 3.049 -1.623 -1.325 -0.2056
P 2.693 -1.065 -2.771 0.3410
O 2.692 0.384 -2.930 -0.2177
O 3.747 -1.816 -3.654 -0.1909
C 3.596 -3.243 -3.877 -0.0595
O 1.307 -1.784 -3.075 -0.2032
C 0.183 -1.151 -2.503 -0.1080
H 2.225 -1.890 0.457 0.0836
H 2.049 -0.203 -0.063 0.0597
H 3.653 -0.839 0.469 0.0846
H 2.552 -3.540 -3.828 0.0722
H 4.242 -3.777 -3.189 0.0914
H 3.895 -3.396 -4.913 0.0903
H -0.719 -1.212 -3.120 0.0795
H 0.263 -0.115 -2.176 0.0847
H -0.178 -1.731 -1.645 0.0672
C 1.537 -0.302 6.440 -0.0565
C 0.122 0.221 6.551 -0.2733
O -0.164 0.577 5.215 0.1137
C 1.018 0.925 4.631 -0.5549
O 1.115 1.483 3.593 0.1818
O 2.050 0.498 5.373 0.0718
F 0.126 1.390 7.272 0.0636
H 1.612 -1.361 6.201 0.1348
H 2.101 -0.098 7.347 0.1417
H -0.623 -0.446 6.968 0.1715
C -1.883 0.122 2.455 -0.0497
C -0.525 -0.257 1.862 -0.3029
O -0.871 -0.874 0.644 0.1007
C -2.229 -1.007 0.559 -0.5259
O -2.796 -1.472 -0.375 0.1634
O -2.813 -0.651 1.718 0.1082
F 0.159 -1.154 2.642 0.0602
H -1.970 1.196 2.259 0.1154
H -1.885 0.017 3.535 0.1311
H 0.064 0.634 1.683 0.1262
```


[2]
Formula: C17H9N4O4S
Source: the OMol25 dataset
Level of theory: the ωB97M-V functional and the def2-TZVPD basis

Output
HOMO energy	-4.334	eV
net charge	-1
structure (SMILES)	N#CC1=CC(=[N+]([O-])[O-])[C@@H](Sc2ccc3ccccc3c2)c2c1no[n+]2[O-]
LUMO energy	0.0906	Eh
DFT total energy	-1571.241394	Eh

XYZ file:
```
35
Properties=species:S:1:pos:R:3:lowdin_charge:R:1
N 3.313 2.528 -0.721 0.1066
C 2.306 2.327 -0.159 -0.2238
C 1.070 2.061 0.506 -0.1990
C -0.197 2.515 0.074 0.0522
C -1.337 2.239 0.817 -0.2518
N -2.581 2.889 0.651 -0.3722
O -2.838 3.587 -0.360 -0.0179
O -3.401 2.740 1.600 -0.0515
C -1.355 1.359 2.041 -0.4086
C 0.023 0.976 2.439 -0.1388
N 0.422 0.438 3.640 -0.1580
O -0.110 -0.021 4.628 0.0318
O 1.917 0.525 3.582 -0.0268
N 2.335 1.057 2.392 0.1141
C 1.157 1.348 1.738 -0.2168
H -0.287 3.081 -0.852 0.1330
H -1.829 1.818 2.922 0.1261
C 2.067 -3.338 -1.687 -0.0901
C 1.288 -2.960 -0.606 -0.0336
C 0.225 -2.040 -0.763 -0.1601
C -0.096 -1.562 -2.081 -0.1672
C 0.700 -1.983 -3.169 -0.0417
C 1.786 -2.829 -2.977 -0.0871
C -1.166 -0.647 -2.239 -0.0235
C -1.854 -0.169 -1.146 -0.0839
C -1.512 -0.612 0.151 -0.5334
S -2.426 -0.031 1.523 1.0039
C -0.498 -1.543 0.339 -0.0346
H 2.895 -4.033 -1.550 0.0966
H 1.478 -3.351 0.396 0.1134
H 0.441 -1.613 -4.162 0.1080
H 2.414 -3.112 -3.824 0.0965
H -1.423 -0.317 -3.245 0.1117
H -2.661 0.556 -1.244 0.1108
H -0.267 -1.885 1.345 0.1158
```


no.,HOMO-LUMO gap (eV)
1,9.216
2,6.800